No. 1
Density functional theory data (ωB97M-V with the def2-TZVPD basis set) for a molecular structure, C11H56CdF6N2O24S2 in a non-equilibrium geometry.

* LUMO level: -0.85 eV
* calculated total energy: -3931.1714 a.u.
* HOMO energy: -6.6 eV
* Kohn-Sham gap: 5.74 eV

ORCA input file:
```
! RIJCOSX wB97M-V def2-TZVPD def2/J DEFGRID3
* xyz 0 1
Cd 1.260 1.696 3.394
C 4.810 2.953 1.885
F 6.096 3.128 1.662
F 4.176 4.113 1.805
F 4.367 2.161 0.915
S 4.486 2.220 3.643
O 5.718 1.667 4.122
O 3.930 3.286 4.433
N 3.174 1.053 3.418
S 3.883 -0.314 2.939
O 2.885 -1.225 2.430
O 5.063 -0.102 2.131
C 4.392 -1.157 4.564
F 5.479 -1.861 4.312
F 4.601 -0.345 5.583
F 3.399 -1.981 4.931
C -2.234 0.359 0.674
C -0.886 -0.195 0.231
C -1.093 -0.810 -1.204
C -1.232 0.194 -2.345
C -0.053 1.186 -2.263
C 0.226 1.872 -0.927
N 0.156 0.859 0.094
O 0.743 1.209 1.321
C -0.842 2.993 -0.843
C 1.651 2.499 -1.087
C -0.479 -1.421 1.036
H -2.863 -0.491 0.956
H -2.703 0.931 -0.122
H -2.207 0.852 1.651
H -1.978 -1.449 -1.268
H -0.221 -1.428 -1.428
H -2.191 0.695 -2.476
H -0.978 -0.292 -3.289
H -0.378 1.958 -2.970
H 0.846 0.729 -2.680
H -1.834 2.647 -1.141
H -0.593 3.872 -1.437
H -1.020 3.196 0.219
H 2.467 1.779 -1.040
H 1.677 3.301 -0.349
H 1.797 2.902 -2.094
H -0.321 -1.262 2.104
H 0.445 -1.888 0.696
H -1.336 -2.091 0.953
O -0.336 -4.096 -2.970
H -1.130 -3.680 -2.601
H 0.403 -3.587 -2.615
O 2.174 -2.404 -2.531
H 2.084 -1.850 -1.726
H 2.655 -3.181 -2.229
O -0.908 2.360 -6.007
H -0.458 2.850 -5.302
H -1.483 1.742 -5.546
O -2.420 -3.013 4.369
H -1.641 -3.075 3.778
H -3.131 -2.587 3.870
O -4.547 -0.613 -3.838
H -4.029 -1.381 -4.138
H -4.061 0.151 -4.163
O 2.736 -0.673 -0.368
H 2.855 -1.283 0.369
H 2.153 0.029 -0.016
O -4.729 -2.229 3.073
H -4.821 -3.190 3.110
H -5.454 -1.928 2.511
O -0.810 2.343 3.457
H -1.231 2.940 4.091
H -1.359 2.387 2.660
O -2.327 -2.225 -4.259
H -2.065 -1.801 -3.431
H -1.528 -2.195 -4.810
O 0.703 -4.595 1.481
H 0.651 -4.557 0.519
H 0.332 -5.455 1.710
O -5.158 -0.849 -1.233
H -4.946 -0.943 -2.191
H -5.213 0.098 -1.088
O 0.420 -0.082 4.142
H -0.194 -0.038 4.884
H 0.621 -1.029 4.064
O 1.648 3.770 2.839
H 1.342 4.245 2.055
H 2.170 4.413 3.341
O -2.898 -3.375 -2.407
H -2.973 -3.790 -1.542
H -3.638 -2.759 -2.452
O 0.283 -3.063 3.779
H 0.506 -3.818 4.334
H 0.617 -3.296 2.892
O -3.976 0.096 4.779
H -3.066 -0.180 4.923
H -4.382 -0.656 4.329
O -0.113 -1.811 -6.133
H 0.427 -2.185 -6.835
H 0.512 -1.629 -5.419
O 0.239 4.363 -4.459
H -0.041 5.179 -4.890
H 0.133 4.535 -3.516
O 2.519 2.960 -5.538
H 1.651 3.387 -5.521
H 2.948 3.255 -4.730
*
```

***

No. 2
Density functional theory data (ωB97M-V with the def2-TZVPD basis set) for a molecular structure, C11H5CrNO4 in a non-equilibrium geometry.

* LUMO level (alpha / beta): -8.51 / -12.61 eV
* calculated total energy: -1821.5788 a.u.
* HOMO energy (alpha / beta): -15.2 / -15.5 eV
* Kohn-Sham gap (alpha / beta): 6.70 / 2.84 eV

ORCA input file:
```
! RIJCOSX wB97M-V def2-TZVPD def2/J DEFGRID3
* xyz 2 5
O 0.000 -2.959 -0.038
C 0.000 -1.811 -0.023
Cr 0.000 0.000 0.000
O -2.718 0.002 -3.252
C -1.977 -0.010 -2.371
C 1.780 0.003 -0.315
O 2.914 0.005 -0.516
C 0.001 1.811 0.023
O 0.001 2.959 0.038
N 0.242 -0.022 1.926
C 0.258 -0.029 3.084
C 0.208 -0.034 4.522
C -1.029 0.099 5.170
C -1.094 0.094 6.566
C 0.076 -0.044 7.320
C 1.311 -0.176 6.677
C 1.379 -0.172 5.278
H -1.942 0.206 4.596
H -2.050 0.196 7.064
H 0.024 -0.047 8.401
H 2.215 -0.283 7.262
H 2.340 -0.275 4.790
*
```

***

No. 3
Density functional theory data (ωB97M-V with the def2-TZVPD basis set) for a molecular structure, C11H5N2O5V in a non-equilibrium geometry.

* LUMO level (alpha / beta): -5.43 / -6.55 eV
* calculated total energy: -1851.5014 a.u.
* HOMO energy (alpha / beta): -13.6 / -12.3 eV
* Kohn-Sham gap (alpha / beta): 8.14 / 5.79 eV

ORCA input file:
```
! RIJCOSX wB97M-V def2-TZVPD def2/J DEFGRID3
* xyz 1 4
O 0.879 2.329 -4.006
C 0.932 1.822 -2.974
V 1.032 0.944 -1.359
C 0.859 2.578 -0.208
O 0.798 3.534 0.447
C 0.269 -0.859 -2.105
O 0.337 -2.043 -2.082
C 2.909 0.704 -1.282
O 4.029 0.424 -1.285
C -0.937 -0.145 -2.557
O -1.826 0.605 -2.049
H -1.187 -0.701 -3.410
N 1.039 -3.284 3.723
C 0.543 -2.422 3.122
C -0.110 -1.388 2.320
C -1.403 -0.974 2.675
C -1.994 0.042 1.927
C -1.284 0.583 0.855
N -0.112 0.100 0.439
C 0.468 -0.892 1.136
H -1.964 -1.463 3.482
H -2.996 0.422 2.125
H -1.677 1.415 0.293
H 1.396 -1.333 0.770
*
```

***

No. 4
Density functional theory data (ωB97M-V with the def2-TZVPD basis set) for 21 unconnected molecules or ions with the total composition C11H64BO24 in a non-equilibrium geometry.

* LUMO level: 1.52 eV
* calculated total energy: -2288.1307 a.u.
* HOMO energy: -3.8 eV
* Kohn-Sham gap: 5.33 eV

ORCA input file:
```
! RIJCOSX wB97M-V def2-TZVPD def2/J DEFGRID3
* xyz -1 1
C 0.452 3.763 -0.375
C 0.494 2.224 -0.613
C 1.916 1.632 -0.662
C 2.275 0.527 0.359
C 3.171 1.119 1.485
C 1.098 -0.322 0.882
C 0.546 0.373 2.171
C -0.911 0.053 2.592
O -0.959 -1.008 3.567
O 1.598 -1.542 1.392
B 0.705 -2.704 1.189
O -0.404 -2.053 0.366
C 0.087 -0.885 -0.180
C 0.802 -1.265 -1.513
C -0.194 -1.832 -2.529
O -0.757 -0.795 -3.331
H -0.560 4.081 -0.601
H 0.573 3.907 0.694
H 1.209 4.255 -0.973
H -0.192 1.792 0.110
H 0.035 2.069 -1.597
H 2.617 2.460 -0.494
H 2.153 1.279 -1.675
H 2.942 -0.168 -0.159
H 2.765 2.079 1.799
H 3.246 0.406 2.303
H 4.164 1.198 1.040
H 0.555 1.460 2.010
H 1.181 0.138 3.014
H -1.591 -0.113 1.768
H -1.279 0.929 3.118
H -1.189 -0.583 4.376
H 1.144 -3.541 0.428
H 0.101 -3.085 2.172
H -0.706 -0.199 -0.506
H 1.275 -0.405 -1.989
H 1.567 -2.029 -1.379
H 0.298 -2.532 -3.202
H -0.962 -2.381 -1.986
H -1.357 -0.337 -2.754
O 5.837 0.924 0.060
H 5.926 0.445 -0.769
H 6.719 0.907 0.441
O 2.142 -5.609 -0.334
H 2.204 -5.632 0.627
H 1.197 -5.649 -0.501
O -1.556 6.216 -1.036
H -2.174 6.776 -1.525
H -0.943 6.835 -0.631
O 2.705 -3.017 -5.131
H 2.316 -3.881 -5.282
H 1.949 -2.422 -5.117
O 1.115 5.854 2.039
H 0.469 6.002 2.739
H 1.843 6.439 2.260
O 0.385 -7.705 -0.415
H 0.335 -8.257 0.371
H 1.333 -7.632 -0.592
O -1.823 -7.634 1.940
H -2.333 -8.075 1.257
H -1.756 -6.724 1.631
O -3.765 -2.884 -3.040
H -3.165 -2.187 -3.352
H -4.503 -2.853 -3.653
O 4.525 -4.943 1.410
H 4.018 -5.385 0.726
H 4.565 -4.030 1.111
O 0.686 -9.232 -2.840
H 1.459 -8.876 -3.282
H 0.291 -8.465 -2.399
O -3.878 -1.091 1.312
H -3.561 -1.231 2.212
H -3.342 -1.701 0.788
O -4.200 6.765 -1.563
H -4.193 5.933 -1.076
H -5.130 6.978 -1.657
O -1.752 5.017 2.810
H -1.971 4.644 1.950
H -2.533 4.858 3.343
O -3.500 1.322 3.069
H -3.762 0.979 2.208
H -4.273 1.180 3.621
O -4.377 5.054 1.388
H -5.044 5.199 2.063
H -3.659 5.649 1.635
O 2.678 5.845 -2.695
H 2.774 5.835 -1.740
H 1.729 5.786 -2.832
O 1.022 -0.187 5.720
H 0.505 -0.624 5.025
H 1.109 0.716 5.408
O -3.461 -0.602 -1.373
H -3.891 -1.451 -1.559
H -4.193 0.019 -1.284
O 3.428 0.135 -3.187
H 2.907 -0.332 -3.846
H 3.468 1.038 -3.514
O -3.868 2.166 -1.072
H -3.698 3.078 -1.314
H -3.013 1.839 -0.766
*
```

***

no.,M (g mol⁻¹)
1,891.09
2,267.16
3,296.11
4,591.42